[1]
79
Properties=species:S:1:pos:R:3:forces:R:3:mulliken_charge:R:1 method="wB97M-V/def2-TZVPD" homo_lumo_gap_ev="3.9233 / 3.7947" mol_weight_g_mol=606.1 charge=+2 e_above_lowest_kj_mol=317.3 e_lumo_ev="-8.8 / -8.9" multiplicity=2
N -5.5940 4.0069 -3.3382 -0.18 0.45 -0.10 -0.488
C -5.4434 4.2422 -2.0311 0.38 -0.68 -0.03 -0.353
C -4.6546 3.4093 -1.2268 0.27 -0.04 0.07 -0.466
C -3.8930 2.3597 -1.8250 -1.04 -0.20 -0.96 0.327
C -4.1480 2.1140 -3.2070 0.06 0.52 -0.05 -0.249
C -4.9952 2.9691 -3.9246 0.37 -0.46 0.65 -0.450
C -2.8692 1.6698 -1.0945 -1.38 0.28 0.60 -1.443
Cu -0.5581 0.3014 -0.4183 0.91 0.24 0.40 -0.898
P 3.9507 -0.8871 0.7652 1.46 -0.47 0.79 -0.140
C -1.6897 1.1700 -1.7097 0.19 1.18 -1.51 0.951
C -0.4883 2.0235 -1.7478 -1.06 -0.24 0.26 -0.094
C 0.4105 1.9081 -2.8447 1.03 -0.38 0.21 -0.439
C 1.6603 2.5160 -2.7871 -0.73 0.01 -0.25 -0.698
C 1.9611 3.2748 -1.6379 -0.71 -0.71 0.75 0.240
C 0.9235 3.7448 -0.7996 -0.88 -0.38 0.07 -0.802
C -0.3116 3.1266 -0.8395 0.44 0.07 -0.46 -0.396
Br 3.6084 3.2127 -0.8333 0.73 0.88 -0.66 0.077
H -3.0149 1.6233 -0.0160 0.48 0.65 0.04 0.618
H -1.7783 0.4408 -2.5251 -0.17 0.64 -0.29 1.325
H -4.5835 3.6160 -0.1603 0.11 -0.05 -0.18 0.411
H -3.7034 1.2610 -3.7084 0.08 0.13 -0.02 0.391
H -5.9546 5.1218 -1.6068 0.22 -0.60 -0.28 0.371
H -5.1797 2.8159 -4.9999 0.03 0.08 0.66 0.367
H 0.1241 1.2625 -3.6792 0.32 0.13 0.24 0.570
H -1.1554 3.4898 -0.2517 0.38 -0.25 0.15 0.567
H 2.3858 2.3834 -3.5876 -0.06 -0.10 0.30 0.491
H 1.1073 4.4939 -0.0399 0.19 0.01 -0.11 0.498
P -1.2397 -1.7712 -0.3752 0.38 -2.81 0.92 1.737
C 4.8125 0.7156 1.1386 -0.07 0.08 -0.16 -0.112
C 6.0755 1.0129 0.3378 0.14 -0.03 0.23 -1.330
H 5.0525 0.7276 2.2183 -0.27 0.01 -0.44 0.348
H 4.0537 1.4927 0.9300 0.26 -0.28 0.48 -0.033
H 6.3204 2.0806 0.4249 0.08 -0.23 -0.13 0.390
H 6.9142 0.4514 0.7687 -0.12 0.10 -0.36 0.381
H 5.9675 0.7543 -0.7239 0.11 0.09 0.20 0.267
C 3.2564 -0.5442 -0.9086 -0.16 0.61 0.20 1.879
C 3.9732 -1.3784 -1.9754 -0.17 -0.11 -0.26 -1.634
H 3.3786 0.5322 -1.1042 -0.18 -0.29 -0.15 -0.417
H 2.1758 -0.7581 -0.8897 -0.04 -0.03 -0.08 -1.006
H 3.4415 -1.3104 -2.9321 0.11 -0.05 0.08 0.379
H 4.9983 -1.0314 -2.1561 -0.23 -0.04 0.19 0.426
H 4.0349 -2.4360 -1.6875 -0.05 0.26 -0.04 0.402
C 2.7011 -0.6443 2.0931 -0.37 0.21 -0.77 0.687
C 3.1420 -1.2556 3.4224 -0.02 -0.13 0.29 -1.509
H 1.7612 -1.0893 1.7550 -0.03 0.09 0.16 -0.582
H 2.5713 0.4406 2.1938 -0.38 -0.06 0.07 0.335
H 2.2578 -1.5654 3.9927 0.29 0.05 -0.04 0.385
H 3.7765 -2.1399 3.2756 -0.14 0.24 0.04 0.462
H 3.6949 -0.5244 4.0273 -0.04 -0.27 -0.16 0.351
C -0.6493 -2.5485 1.1992 0.00 0.95 0.09 0.324
C -1.0499 -3.9997 1.4247 0.03 -0.29 0.25 -1.559
H -0.9803 -1.8791 2.0078 0.28 -0.52 -0.11 -0.613
H 0.4482 -2.4602 1.1419 -0.39 -0.01 0.18 0.469
H -2.0848 -4.1171 1.7648 0.20 0.12 -0.11 0.311
H -0.9017 -4.6401 0.5465 0.02 0.15 0.21 0.292
H -0.4052 -4.3876 2.2222 -0.18 -0.04 -0.16 0.443
C -0.0909 -2.7128 -1.4739 -0.03 0.41 -0.31 -0.594
C -0.0999 -2.3659 -2.9582 -0.02 -0.28 -0.20 -1.314
H -0.2778 -3.7854 -1.3219 0.01 0.32 0.02 0.466
H 0.9029 -2.4798 -1.0601 -0.24 -0.23 -0.05 0.327
H -1.0809 -2.5613 -3.4159 0.29 0.14 0.06 0.346
H 0.1944 -1.3205 -3.1368 -0.10 -0.22 0.02 0.130
H 0.6348 -3.0100 -3.4629 -0.25 0.29 0.00 0.435
C -2.9121 -2.5377 -0.4958 -0.18 0.50 -0.83 -0.466
C -3.8789 -2.1437 0.6310 -0.43 0.13 0.17 -1.123
H -2.7332 -3.6229 -0.4953 0.14 0.37 -0.07 0.525
H -3.3533 -2.2972 -1.4784 0.20 -0.11 0.31 0.575
H -4.8116 -1.7615 0.2014 0.20 -0.03 0.13 0.350
H -4.1591 -3.0167 1.2339 0.19 0.26 -0.11 0.337
H -3.5007 -1.3710 1.3175 0.03 -0.24 -0.19 0.220
C -1.1659 0.0594 5.5279 -0.15 -0.11 0.08 -1.345
C -1.1996 -0.1756 4.0353 0.17 0.15 -0.17 0.015
O 0.0821 -0.5688 3.5437 0.24 0.71 -0.19 -0.368
H -0.6290 -0.7391 6.0366 -0.10 -0.12 -0.02 0.319
H -2.1783 0.1091 5.9121 -0.17 0.01 0.20 0.400
H -0.6733 1.0009 5.7849 0.00 -0.03 -0.16 0.366
H -1.8695 -0.9826 3.7029 0.01 0.20 0.48 0.224
H -1.5279 0.7507 3.5372 -0.05 -0.13 -0.06 0.173
H 0.7140 0.1351 3.7768 -0.24 -0.47 -0.05 0.240

[2]
14
Properties=species:S:1:pos:R:3:forces:R:3:mulliken_charge:R:1 method="wB97M-V/def2-TZVPD" homo_lumo_gap_ev=9.3450 mol_weight_g_mol=137.2 e_above_lowest_kj_mol=169.5 e_lumo_ev=0.3 smiles="NC(=O)CCSS"
N 1.1471 -0.3312 -1.6241 0.19 1.60 -2.27 -0.370
C 1.4094 -1.0839 -0.4900 -1.18 -0.58 -0.59 0.345
O 1.7471 -2.2483 -0.5357 0.61 1.23 0.82 -0.517
C 0.8907 -0.3307 0.7282 -0.23 -0.16 2.73 -0.301
C -0.6065 -0.0459 0.6463 -3.12 -0.66 -2.42 -0.546
S -1.3617 1.0664 1.9939 0.58 -0.73 -1.08 -0.052
S -2.9841 1.7603 0.9146 0.68 0.34 -0.84 -0.208
H 1.7504 -0.1224 -2.4302 -0.17 -1.12 0.92 0.208
H 0.1749 -0.1855 -1.8685 0.29 0.18 0.46 0.181
H 1.3169 0.6643 1.0381 0.43 -1.09 -0.94 0.323
H 1.0215 -1.0261 1.6017 0.01 0.66 -0.62 0.280
H -0.9915 0.5689 -0.2910 1.48 -1.18 1.69 0.105
H -1.2018 -1.0583 0.4837 1.01 1.96 0.87 0.375
H -2.3124 2.3724 -0.1671 -0.56 -0.44 1.27 0.176